Record 1
The following is a quantum chemistry calculation of a molecular structure, C18H21CrF6N4O7PS5, from OMol25.

Last column: Löwdin spin population.
CARTESIAN COORDINATES (ANGSTROEM)
Cr (-1.1008, 0.9636, 0.3757)  3.8356
S (-2.1935, 2.3942, -1.2147)  -0.0096
C (-3.4422, 1.1958, -1.1958)  0.0176
S (-3.2450, -0.0634, -0.0258)  -0.0115
C (-4.5085, 1.2236, -2.0798)  0.0101
C (-5.5131, 0.2138, -2.0706)  0.0005
N (-6.3414, -0.5890, -2.0895)  0.0033
C (-4.6521, 2.2572, -3.0492)  0.0006
N (-4.7979, 3.0799, -3.8446)  0.0033
F (-3.6587, 3.8803, 3.8588)  0.0000
C (-3.3779, 2.5762, 3.9261)  0.0001
F (-3.8477, 1.9799, 2.8421)  0.0016
F (-3.9887, 2.0697, 5.0012)  0.0000
S (-1.5488, 2.3670, 4.0608)  0.0025
O (-1.0619, 2.6863, 2.7428)  0.0200
O (-1.1805, 3.2075, 5.1551)  0.0019
N (-1.3789, 0.8576, 4.4672)  0.0010
S (-0.9594, -0.3738, 3.6121)  0.0071
O (0.0010, -1.1862, 4.2858)  0.0009
O (-0.7005, -0.1372, 2.1988)  0.0347
C (-2.4981, -1.3938, 3.6379)  0.0008
F (-3.5544, -0.6957, 3.2456)  0.0002
F (-2.3442, -2.4429, 2.8290)  0.0000
F (-2.7181, -1.8419, 4.8761)  0.0004
N (0.6433, 2.3040, 0.4569)  0.0135
C (2.0139, 1.8815, 0.2850)  0.0046
C (2.8565, 2.5706, -0.5728)  -0.0006
C (4.1542, 2.1210, -0.7895)  0.0005
C (4.6146, 0.9895, -0.1386)  -0.0005
C (3.7793, 0.3270, 0.7538)  0.0005
C (2.4799, 0.7605, 0.9611)  0.0014
S (6.2395, 0.3129, -0.4989)  0.0000
O (6.8891, 1.3299, -1.3137)  0.0000
O (5.9308, -0.9207, -1.2141)  -0.0001
O (6.8458, 0.1017, 0.8066)  -0.0001
H (0.4971, 2.7152, 1.3774)  0.0039
H (0.4295, 3.0279, -0.2218)  0.0038
H (2.4907, 3.4508, -1.0920)  0.0000
H (4.8194, 2.6304, -1.4739)  0.0000
H (4.1528, -0.5487, 1.2702)  0.0000
H (1.8184, 0.2231, 1.6312)  0.0007
C (2.4921, -0.6330, -2.4201)  0.0006
C (1.7834, -1.6414, -1.5190)  0.0078
P (0.0765, -1.1161, -1.0799)  0.0318
C (-0.6488, -2.6233, -0.2845)  0.0033
C (-0.0498, -3.9907, -0.6058)  0.0008
C (-0.7583, -1.0230, -2.7181)  0.0032
C (-0.7435, -2.2618, -3.6062)  0.0007
H (3.5572, -0.8582, -2.4861)  0.0001
H (2.4002, 0.3801, -2.0252)  0.0002
H (2.0669, -0.6392, -3.4267)  0.0000
H (2.3360, -1.7483, -0.5825)  0.0001
H (1.7655, -2.6268, -1.9897)  0.0012
H (-1.7149, -2.5936, -0.5255)  -0.0001
H (-0.5894, -2.4498, 0.7917)  0.0005
H (-0.0782, -4.2183, -1.6715)  0.0000
H (-0.6033, -4.7745, -0.0831)  0.0002
H (0.9904, -4.0550, -0.2841)  0.0001
H (-0.3009, -0.1735, -3.2326)  0.0000
H (-1.7854, -0.7173, -2.5030)  0.0004
H (0.2724, -2.6154, -3.7961)  0.0001
H (-1.2058, -2.0475, -4.5723)  0.0002
H (-1.3056, -3.0788, -3.1513)  0.0000

orbital gap (alpha / beta)	7.30 / 7.89	eV
ΔE to the lowest compared entry with this formula, charge and spin	0.00	kJ/mol
multiplicity	5
<S²>	6.028
total charge	-2

---

Record 2
The following is a quantum chemistry calculation of a molecular structure, C12H18ClIN2OPPtS, from OMol25.

Last column: Löwdin spin population.
CARTESIAN COORDINATES (ANGSTROEM)
C (3.1704, 1.3733, -0.7710)  0.3502
I (1.0939, -0.5205, -3.8247)  1.0909
H (3.5265, 1.0973, 0.2267)  0.0049
H (2.9379, 2.4468, -0.8102)  0.0165
H (3.9072, 1.1142, -1.5429)  0.0640
Pt (1.4148, 0.4314, -1.4338)  0.6440
P (1.9565, -1.6748, -0.4914)  0.2374
C (1.8809, -3.0579, -1.6602)  0.0702
C (3.5941, -1.5477, 0.2363)  0.0411
H (0.8207, -1.3737, 1.5943)  0.0001
H (1.1576, -3.1314, 1.2658)  0.0084
H (-0.2072, -2.2918, 0.4216)  0.0005
C (0.8079, -2.1755, 0.8402)  0.0293
H (3.5116, -1.0107, 1.1856)  -0.0002
H (3.9982, -2.5495, 0.4048)  0.0089
H (2.4542, -3.9108, -1.2804)  0.0099
H (2.2820, -2.7351, -2.6277)  0.0277
H (4.2331, -0.9844, -0.4492)  0.0022
H (0.8377, -3.3591, -1.7961)  0.0002
C (-0.4246, 0.0545, -1.4612)  0.1301
O (-1.4714, -0.4323, -1.5764)  0.0175
Cl (1.1983, 1.0310, 1.0140)  0.2289
N (0.2303, 3.6943, -0.2063)  0.1214
C (-1.0170, 3.1773, -0.1930)  0.0782
N (-1.3102, 1.8979, -0.1461)  0.1240
C (-2.6367, 1.6775, 0.1247)  0.1763
C (-3.1695, 0.4483, 0.5399)  0.0747
C (-4.5529, 0.3446, 0.7119)  0.0597
C (-5.3524, 1.5029, 0.6561)  0.2449
C (-4.7876, 2.7647, 0.4051)  0.0081
C (-3.4334, 2.8558, 0.1018)  0.1179
S (-2.4123, 4.2703, -0.2125)  -0.0042
H (0.2765, 4.6796, 0.0233)  0.0026
H (0.9174, 3.0655, 0.2414)  0.0058
H (-2.4643, -0.3619, 0.7335)  0.0008
H (-5.0084, -0.6330, 0.8794)  0.0001
H (-6.4321, 1.4229, 0.8092)  0.0091
H (-5.3677, 3.6878, 0.4165)  -0.0022

orbital gap (alpha / beta)	5.92 / 3.81	eV
multiplicity	5
<S²>	6.045
total charge	+3

---

Record 3
The following is a quantum chemistry calculation of 2 unconnected molecules or ions with the total composition C3HF2N2O6S, from OMol25.

Last column: Löwdin charge in e.
CARTESIAN COORDINATES (ANGSTROEM)
C (-1.5345, -0.3289, 1.2993)  -0.1628
C (-1.0724, 0.6119, 0.2935)  -0.4690
C (0.3769, -0.8227, -0.5312)  -0.4061
N (-1.9250, -1.0992, 2.0205)  0.1941
N (-2.1230, 0.5835, -0.7554)  -0.3754
O (-2.6981, -0.4247, -0.9790)  0.1024
O (1.8571, -0.5126, 1.6304)  -0.2641
O (-2.1771, 1.6163, -1.3851)  0.0935
O (2.9506, -0.9618, -0.4594)  -0.2745
O (2.2682, 1.2200, 0.0906)  -0.1430
O (-0.3863, 1.5915, 0.4321)  0.0189
F (0.6757, -0.8787, -1.9089)  -0.0171
F (0.3522, -2.1181, -0.2637)  0.0553
S (1.9041, -0.2972, 0.2353)  0.5784
H (1.5316, 1.8207, 0.2813)  0.0694

orbital gap (alpha / beta)	8.30 / 8.30	eV
ΔE to the lowest compared entry with this formula, charge and spin	221.23	kJ/mol
total charge	-1

---

Record 4
The following is a quantum chemistry calculation of C23H30BrNO3 in the gas phase, from OMol25.

Last column: Löwdin charge in e.
CARTESIAN COORDINATES (ANGSTROEM)
C (0.7886, -3.3856, 0.6419)  -0.0401
H (0.3703, -2.8831, 1.5122)  0.0791
H (1.0126, -4.4145, 0.9089)  0.0764
H (0.0452, -3.3893, -0.1515)  0.0799
C (2.0548, -2.6661, 0.1740)  -0.3515
N (1.7148, -1.3209, -0.2440)  0.1117
C (1.7609, -0.9057, -1.5168)  -0.4689
O (2.1107, -1.5837, -2.4575)  0.0702
C (1.3048, 0.5553, -1.6896)  -0.0344
H (1.4396, 0.8473, -2.7313)  0.1411
H (1.8880, 1.2015, -1.0254)  0.1161
O (-0.0883, 0.7095, -1.4183)  0.0359
C (-0.4739, 0.8962, -0.1611)  -0.4320
O (0.2822, 0.9306, 0.7813)  0.1132
C (-1.9856, 1.0090, -0.0500)  -0.3306
C (-2.3786, 1.5006, 1.3448)  -0.0784
C (-3.9013, 1.5387, 1.4593)  -0.2785
C (-4.4727, 2.4854, 0.4041)  -0.1149
C (-4.0805, 1.9889, -0.9873)  -0.2777
C (-2.5573, 1.9523, -1.1133)  -0.0714
H (-2.2685, 1.6069, -2.1071)  0.1298
H (-2.1480, 2.9549, -0.9718)  0.1365
C (-4.6455, 0.5826, -1.2074)  -0.1688
C (-4.0660, -0.3356, -0.1452)  -0.7657
C (-4.4666, 0.1320, 1.2436)  -0.1708
H (-4.0738, -0.5518, 1.9998)  0.1208
H (-5.5551, 0.1452, 1.3357)  0.1203
C (-2.5537, -0.4056, -0.2702)  -0.1305
H (-2.1438, -1.0915, 0.4762)  0.1302
H (-2.2676, -0.7685, -1.2601)  0.1311
Br (-4.7911, -2.1737, -0.4281)  0.7085
H (-5.7355, 0.5996, -1.1355)  0.1206
H (-4.3795, 0.2218, -2.2036)  0.1220
H (-4.4901, 2.6613, -1.7479)  0.1449
H (-4.0850, 3.4937, 0.5615)  0.1222
H (-5.5604, 2.5285, 0.4914)  0.1226
H (-4.1820, 1.8871, 2.4583)  0.1447
H (-1.9540, 0.8372, 2.1004)  0.1312
H (-1.9622, 2.4956, 1.5116)  0.1348
H (1.4516, -0.6644, 0.4803)  0.1192
C (3.1053, -2.6262, 1.2862)  -0.1504
H (3.2208, -3.6354, 1.6855)  0.1171
C (4.4753, -2.1290, 0.8104)  -0.1375
C (4.4644, -0.6991, 0.3448)  -0.2432
C (4.7859, -0.3758, -0.9670)  -0.0492
C (4.7787, 0.9410, -1.3923)  -0.0849
C (4.4477, 1.9553, -0.5099)  -0.1079
C (4.1301, 1.6449, 0.8022)  -0.0857
C (4.1437, 0.3284, 1.2252)  -0.0487
H (3.9070, 0.0983, 2.2544)  0.1144
H (3.8739, 2.4304, 1.4981)  0.1039
H (4.4412, 2.9837, -0.8412)  0.1013
H (5.0307, 1.1746, -2.4161)  0.1065
H (5.0370, -1.1606, -1.6649)  0.1166
H (4.8236, -2.7706, -0.0009)  0.1169
H (5.1803, -2.2251, 1.6414)  0.1199
H (2.7379, -1.9877, 2.0928)  0.1144
H (2.4586, -3.1685, -0.7110)  0.1482

orbital gap	9.36	eV
ΔE to the lowest compared entry with this formula, charge and spin	11.49	kJ/mol
total charge	0